No. 1
Formula: C2H3O3PS
Source: OMol25
Level of theory: wB97M-V/def2-TZVPD

Last column: Mulliken charge in e.
CARTESIAN COORDINATES (ANGSTROEM)
C 1.13582 -0.42140 -0.48006  -0.756
C -0.19436 0.25688 -0.59303  -0.444
O -0.78793 -1.34467 1.41046  -0.784
O -0.27039 1.13908 1.82258  -0.745
O -2.53173 0.56221 0.80368  -0.812
P -1.09927 0.11435 1.06890  0.813
S 1.22756 1.30266 -0.91944  -0.259
H 1.60941 -0.60211 0.43527  0.294
H 1.59984 -0.99477 -1.16718  0.414
H -0.68896 -0.01223 -2.38119  0.279

Forces on atoms 1 to 6 (eV/Å):
C -0.527 1.765 0.411
C 0.835 -1.193 -3.097
O -0.583 0.499 -0.205
O 0.217 -0.236 0.143
O 0.338 -0.726 0.122
P -1.163 0.567 0.596

The HOMO-LUMO gap comes out at 5.3 eV. As for the total charge: -2.



No. 2
Formula: C4H9N3
Source: OMol25
Level of theory: wB97M-V/def2-TZVPD

Last column: Mulliken charge in e.
CARTESIAN COORDINATES (ANGSTROEM)
C 1.97538 -0.30732 0.13732  0.589
C 1.27690 2.07341 0.08537  -0.728
C -1.59632 -0.58516 -1.10756  -0.794
C -0.85564 -1.13654 0.99825  -0.425
N 2.16495 -1.45996 -0.18458  -0.636
N 1.65797 0.79882 0.46493  -0.264
N -0.68967 -0.42356 -0.02803  -0.056
H 1.13200 2.62559 1.03256  0.251
H 2.18233 2.53452 -0.28305  0.354
H 0.25480 2.06407 -0.34814  0.222
H -2.66756 -1.02480 -0.82201  0.243
H -1.66089 0.45931 -1.51856  0.236
H -1.19264 -1.29541 -1.87174  0.274
H -1.79666 -1.57070 1.16915  0.316
H -0.07240 -0.97727 1.88833  0.173
H 3.13920 -1.74330 0.00891  0.244

Forces on atoms 1 to 6 (eV/Å):
C -0.876 3.387 0.095
C -0.469 1.127 1.913
C -2.139 0.142 -0.730
C 2.445 2.648 1.870
N 1.589 -2.289 0.073
N 0.870 -2.898 0.917

The HOMO-LUMO gap comes out at 9.8 eV. As for the total charge: 0. The SMILES is CN=C=N.C=NC.



No. 3
Formula: C28H20ClGaN5O
Source: OMol25
Level of theory: wB97M-V/def2-TZVPD

Last column: Mulliken charge in e.
CARTESIAN COORDINATES (ANGSTROEM)
Ga 0.00000 0.00000 0.00000  -0.255
Cl 3.26250 -1.94340 4.58120  -0.205
C 1.96190 -1.74660 3.46790  0.124
C 1.27870 -2.86310 2.99760  -0.687
C 0.21900 -2.70320 2.09180  -0.316
C -0.20490 -1.44540 1.62750  0.264
O -1.15450 -1.30020 0.78530  -0.726
C 0.52700 -0.35880 2.15830  0.319
C 0.09420 0.97690 1.74400  -0.007
N 0.69780 1.60290 0.78560  0.378
C 0.07620 2.75630 0.31130  -0.102
C 0.58540 4.04280 0.47090  -0.644
C -0.09260 5.12790 -0.09190  -0.877
C -1.26960 4.91720 -0.82090  -0.930
C -1.76580 3.60980 -0.99060  0.409
C -2.92790 3.27440 -1.70180  -0.428
C -3.30900 1.93470 -1.79090  -1.032
C -2.51600 0.97750 -1.17050  0.207
N -1.39270 1.26530 -0.48530  0.107
C -1.05950 2.54250 -0.41370  0.792
C 1.59470 -0.47790 3.05200  -0.661
H 1.55650 -3.86180 3.31510  0.455
H -0.29710 -3.58870 1.72270  0.455
H -0.82750 1.35270 2.22600  0.452
H 1.50730 4.18320 1.02500  0.509
H 0.30020 6.13300 0.03180  0.414
H -1.79110 5.76310 -1.25800  0.451
H -3.52980 4.04050 -2.17760  0.488
H -4.20180 1.63550 -2.32590  0.411
H -2.76350 -0.08090 -1.19750  0.526
H 2.11140 0.40720 3.40070  0.568
N 7.02830 0.62930 0.76120  0.037
C 8.32730 0.34990 0.42440  0.787
C 9.55010 0.77980 0.94390  -1.014
C 10.70290 0.27280 0.33230  -0.390
C 10.62410 -0.61730 -0.74220  -0.534
C 9.38220 -1.03060 -1.24160  -0.640
C 8.21780 -0.53240 -0.64070  0.442
N 6.90050 -0.77710 -0.93650  -0.670
C 6.18680 -0.06670 -0.07920  -0.130
C 4.72090 -0.02080 -0.02430  1.238
C 3.98470 -0.77930 -0.94030  -1.033
C 2.60190 -0.73780 -0.89050  0.169
N 1.90790 0.00000 0.00000  0.337
C 2.63080 0.72570 0.87630  -0.147
C 4.01780 0.74960 0.90560  -1.400
H 6.74230 1.24540 1.50490  0.160
H 9.61290 1.47030 1.77750  0.378
H 11.68040 0.57790 0.70100  0.379
H 11.53590 -0.99550 -1.19840  0.383
H 9.31260 -1.72070 -2.07470  0.429
H 4.48300 -1.39520 -1.68370  0.511
H 2.00070 -1.31470 -1.58720  0.414
H 2.04620 1.31000 1.58160  1.121
H 4.51060 1.36420 1.64780  0.333
H 0.49770 -1.53170 0.00000  -0.620

Forces on atoms 1 to 6 (eV/Å):
Ga -1.449 -4.963 -5.620
Cl 0.173 0.022 0.124
C -0.034 0.683 -0.024
C -1.202 0.057 -1.053
C 0.741 -0.864 0.937
C 0.789 -1.909 3.966

The HOMO-LUMO gap comes out at 5.8 eV. As for the total charge: +1.